C37H48LaN10OS as an isolated structure, computed with the ωB97M-V functional and the def2-TZVPD basis.

```
98
Properties=species:S:1:pos:R:3:mulliken_charge:R:1
La 0.49662 0.33075 0.08253 1.565
C -2.02288 -3.03862 1.61617 -1.583
C -1.79477 -2.62913 0.16254 1.445
C -0.51347 -3.12870 -0.50829 -1.547
N 0.59772 -2.18338 -0.47272 0.535
C 1.74477 -2.62908 -0.97955 0.650
C 1.85084 -3.83785 -1.70437 -0.680
C 2.92614 -4.63549 -2.06643 -0.607
C 4.26732 -4.51620 -1.76452 -0.567
C 4.81528 -3.42801 -1.10155 -0.695
C 4.23583 -2.22917 -0.74718 -0.631
C 2.91933 -1.71514 -0.89487 1.016
N 2.65078 -0.42413 -0.83605 -0.273
C 3.75412 0.53072 -0.84464 -1.461
C 4.26083 0.94249 0.54221 -0.345
C 3.30403 1.84614 1.32192 -1.433
N 2.08037 1.19559 1.77771 0.570
C 2.01369 0.74645 3.02020 0.504
C 3.15400 0.62440 3.85496 -0.521
C 3.31257 0.44643 5.21378 -0.555
C 2.36341 0.34476 6.21719 -0.519
C 1.00096 0.28960 5.99135 -0.509
C 0.28905 0.23158 4.80579 -0.554
C 0.67309 0.24373 3.44772 0.541
N -0.15190 -0.06042 2.45282 -0.121
C -1.37266 -0.81123 2.70233 0.135
C -1.11963 -2.33342 2.62063 -0.657
H -1.90148 -4.12157 1.70348 0.474
H -3.06860 -2.83754 1.87831 0.290
H -1.84099 -1.54052 0.07237 -1.576
H -2.64322 -2.98668 -0.43103 0.393
H -0.76562 -3.36804 -1.55297 0.556
H -0.21235 -4.08393 -0.05682 0.720
H 0.90180 -4.26177 -2.00170 0.287
H 2.64314 -5.52168 -2.62541 0.355
H 4.92714 -5.32324 -2.05145 0.348
H 5.87216 -3.49793 -0.86448 0.362
H 4.93091 -1.52981 -0.30334 0.234
H 3.41883 1.43457 -1.37061 0.371
H 4.58749 0.12643 -1.42777 0.662
H 5.19754 1.49091 0.40425 0.389
H 4.49922 0.05220 1.13093 0.345
H 3.00813 2.67798 0.67288 0.197
H 3.82947 2.29914 2.16791 0.693
H 4.09094 0.69691 3.31876 0.274
H 4.34880 0.41183 5.53551 0.345
H 2.70559 0.29180 7.24159 0.364
H 0.37587 0.24166 6.87771 0.337
H -0.77620 0.12290 4.95673 0.318
H -2.10729 -0.52131 1.94331 -0.330
H -1.84057 -0.56406 3.65707 0.393
H -1.24177 -2.79008 3.60432 0.462
H -0.07292 -2.48714 2.34460 0.334
N -2.36285 0.68286 -0.52298 -0.411
C -3.44703 0.28411 -0.42291 -0.059
N -4.67156 -0.15583 -0.30961 0.192
C -5.17002 -1.17436 -1.24936 -0.332
C -6.67654 -1.01407 -1.35751 -0.751
O -7.27362 -1.07898 -0.07899 -0.381
C -6.84496 -0.01290 0.74414 -0.787
C -5.35062 -0.10337 0.99655 -0.258
H -4.92276 -2.17078 -0.87018 0.174
H -4.68194 -1.02657 -2.21197 0.497
H -7.10325 -1.82181 -1.94913 0.352
H -6.91843 -0.05759 -1.83777 0.382
H -7.39392 -0.09417 1.68017 0.359
H -7.08856 0.94752 0.27297 0.364
H -5.11679 -1.01026 1.56258 0.127
H -4.98285 0.76342 1.54370 0.532
C 0.27616 -0.03646 -6.93457 -1.502
C 0.19615 0.13542 -5.44918 1.139
C 0.84901 1.17205 -4.79486 -1.114
C 0.75096 1.27883 -3.41816 -0.341
N 0.04910 0.43065 -2.66857 0.523
C -0.57669 -0.57105 -3.29427 -0.282
C -0.53454 -0.75219 -4.66175 -0.924
H 0.88289 0.74109 -7.39375 0.366
H -0.71755 -0.00496 -7.38257 0.344
H 0.71476 -1.00388 -7.18194 0.348
H 1.43771 1.89203 -5.34697 0.360
H 1.25812 2.07970 -2.89048 0.361
H -1.12409 -1.25970 -2.65964 0.181
H -1.05794 -1.58750 -5.10814 0.475
C 1.28911 5.45047 2.50367 -0.900
C 1.36439 5.82509 1.02726 -0.516
C 0.56733 4.87979 0.18050 0.268
N 0.73072 3.60702 0.19978 -0.168
N -0.12585 2.92638 -0.63187 -0.201
C -0.92702 3.72352 -1.28617 0.010
N -1.81989 3.27280 -2.20238 -0.337
S -0.67276 5.39168 -0.92280 -0.207
H 1.91006 6.11796 3.09873 0.359
H 1.63467 4.42896 2.65829 0.069
H 0.26532 5.51748 2.87165 0.330
H 2.39900 5.79456 0.67696 0.260
H 1.01318 6.84460 0.86120 0.421
H -2.04553 2.29123 -2.10796 0.088
H -2.58249 3.87347 -2.46549 0.289
```

For the HOMO energy, the calculation gives -8.82 eV. For the frontier orbital gap, the calculation gives 0.250 Ha. The LUMO energy comes out at -0.0745 Eh. Its charge is +1.

A 3-piece molecular cluster, H5O3 overall, computed with the ωB97M-V functional and the def2-TZVPD basis.

```
8
Properties=species:S:1:pos:R:3:nbo_charge:R:1
O -0.61899 1.30733 -1.46337 -1.042
H -0.40119 2.13996 -1.03550 0.441
O -0.40021 -1.63950 1.48797 -1.038
H 0.19779 -0.91169 1.05392 0.519
H -1.26978 -1.23097 1.43883 0.435
O 0.99430 -0.03251 0.08800 -1.252
H -0.05649 0.64277 -0.91614 0.511
H 1.55458 -0.27540 -0.65371 0.425
```

For the HOMO energy, the calculation gives -4.03 eV. For the frontier orbital gap, the calculation gives 0.333 Ha. The LUMO energy comes out at 0.1850 Eh. Its charge is -1.

C6H9F6MoOSTe4 as an isolated structure, computed with the ωB97M-V functional and the def2-TZVPD basis.

```
28
Properties=species:S:1:pos:R:3:nbo_charge:R:1
Mo -0.32672 -1.30868 0.79325 0.377
Te -0.70692 -0.87862 3.49200 0.033
Te -0.84534 -3.46894 2.72656 0.233
Te -2.47649 -3.03025 0.56370 0.359
Te -0.48393 -3.13687 -1.24688 0.009
C 2.95232 -2.46757 0.93270 -0.741
S 2.19253 -0.83276 0.80181 0.410
C 2.60779 -0.40784 -0.90530 -0.738
H 4.03306 -2.34767 0.88408 0.248
H 2.60313 -3.12049 0.13800 0.235
H 2.67652 -2.87825 1.90110 0.248
H 2.12125 -1.08579 -1.60150 0.228
H 3.69014 -0.46094 -1.00851 0.248
H 2.27628 0.61158 -1.07655 0.260
C -1.03946 2.73017 0.56032 -0.634
C -1.21942 1.47570 -0.28022 0.091
O -0.38593 0.45329 0.21239 -0.683
C -0.74647 1.73954 -1.73732 0.969
F 0.47012 2.30663 -1.71637 -0.317
F -1.57242 2.55484 -2.38105 -0.296
F -0.64327 0.60117 -2.43441 -0.310
C -2.70900 1.06822 -0.25319 0.957
F -3.01979 0.65337 0.98725 -0.318
F -2.97194 0.05599 -1.09283 -0.315
F -3.50347 2.08401 -0.56042 -0.291
H 0.02119 2.95712 0.63207 0.245
H -1.43436 2.56073 1.56057 0.239
H -1.55938 3.57232 0.10876 0.254
```

For the HOMO energy (alpha / beta), the calculation gives -11.30 / -11.38 eV. Its expectation value of S² is 2.0417. For the frontier orbital gap (alpha / beta), the calculation gives 0.228 / 0.236 Ha. Its multiplicity is 3. The LUMO energy (alpha / beta) comes out at -0.1869 / -0.1822 Eh. Its charge is +1.

Calculated values (Ha) of E for the records, taken in order: -2491.1529; -228.7456; -2446.7739.